Entry from the OMol25 dataset: a cluster of 10 separate species, C33H86O30S9 in total in a non-equilibrium geometry (the ωB97M-V functional and the def2-TZVPD basis).

Properties
Relative energy (zero: lowest compared OMol25 entry of this formula, charge and spin) ... 43.2 kcal/mol
HOMO-LUMO gap ... 9.72 eV
Structure (SMILES) ... CCOS(C)(=O)=O.CCOS(C)(=O)=O.CCOS(C)(=O)=O.CCOS(C)(=O)=O.CCOS(C)(=O)=O.CCOS(C)(=O)=O.CCOS(C)(=O)=O.CCOS(C)(=O)=O.CCOS(C)(=O)=O.COCCOCCOC
Strongest force on any atom ... 0.0531 Eh/bohr

Structure (ORCA input):
```
! RIJCOSX wB97M-V def2-TZVPD def2/J DEFGRID3
* xyz 0 1
C 23.409 13.969 24.027
C 24.629 14.667 24.607
O 24.489 16.054 24.283
S 25.802 16.949 24.261
C 25.335 17.942 22.865
O 25.808 17.726 25.460
O 26.982 16.222 23.917
H 23.477 12.888 24.163
H 23.317 14.158 22.954
H 22.482 14.341 24.468
H 24.738 14.456 25.669
H 25.456 14.227 24.045
H 24.953 17.355 22.036
H 26.276 18.359 22.501
H 24.676 18.717 23.237
C 24.479 13.255 16.848
C 25.489 14.300 17.233
O 25.956 14.040 18.575
S 26.386 15.265 19.497
C 27.930 14.600 20.019
O 26.659 16.383 18.644
O 25.415 15.370 20.538
H 23.875 12.978 17.713
H 24.912 12.347 16.430
H 23.796 13.657 16.099
H 26.357 14.307 16.574
H 25.020 15.279 17.157
H 28.363 14.261 19.077
H 27.803 13.748 20.677
H 28.563 15.422 20.342
C 24.025 19.402 28.078
C 25.527 19.279 28.140
O 25.953 20.228 29.172
S 27.520 20.348 29.329
C 27.562 21.145 30.888
O 28.057 19.025 29.480
O 28.010 21.220 28.317
H 23.542 18.776 27.334
H 23.711 20.440 27.908
H 23.604 19.251 29.076
H 25.796 18.275 28.458
H 26.030 19.584 27.226
H 27.499 22.212 30.679
H 28.519 20.941 31.354
H 26.697 20.819 31.455
C 19.893 15.090 18.677
C 20.946 15.744 19.541
O 21.823 16.507 18.689
S 22.248 17.971 19.186
C 23.890 17.972 18.556
O 21.467 18.903 18.448
O 22.263 17.960 20.617
H 19.328 14.350 19.251
H 20.313 14.576 17.813
H 19.131 15.780 18.309
H 20.490 16.384 20.292
H 21.510 14.951 20.037
H 24.225 19.004 18.492
H 23.913 17.418 17.625
H 24.499 17.473 19.305
C 28.839 11.063 22.606
C 27.494 10.431 22.870
O 26.438 11.241 22.286
S 25.756 10.651 20.994
C 24.450 11.807 20.802
O 26.647 10.827 19.888
O 25.237 9.347 21.255
H 29.609 10.750 23.303
H 28.760 12.152 22.717
H 29.074 10.957 21.546
H 27.447 9.435 22.418
H 27.277 10.225 23.917
H 23.712 11.728 21.588
H 24.120 11.511 19.803
H 24.915 12.774 20.637
C 22.229 20.377 23.720
C 22.196 18.988 24.383
O 20.802 18.661 24.578
S 20.472 17.169 25.007
C 20.165 16.489 23.388
O 21.678 16.575 25.500
O 19.294 17.179 25.792
H 22.226 21.157 24.485
H 21.310 20.578 23.164
H 23.043 20.512 23.013
H 22.524 18.317 23.588
H 22.827 19.060 25.259
H 21.172 16.361 22.986
H 19.580 17.227 22.852
H 19.730 15.497 23.465
C 18.013 13.108 25.803
C 17.996 12.725 27.267
O 19.250 12.099 27.642
S 20.347 12.954 28.400
C 21.441 13.292 27.066
O 19.765 14.176 28.833
O 20.986 12.073 29.311
H 18.525 14.063 25.644
H 17.021 13.122 25.363
H 18.686 12.424 25.277
H 17.804 13.563 27.932
H 17.243 11.969 27.487
H 20.903 13.690 26.210
H 21.860 12.326 26.773
H 22.284 13.929 27.318
C 31.297 14.937 30.396
C 30.525 14.058 29.435
O 29.382 14.765 28.916
S 29.335 15.030 27.360
C 28.084 16.260 27.319
O 30.581 15.616 26.974
O 28.898 13.863 26.668
H 31.317 15.980 30.091
H 32.313 14.556 30.513
H 30.857 14.906 31.396
H 31.171 13.697 28.633
H 30.154 13.162 29.932
H 28.261 16.950 28.141
H 27.098 15.809 27.297
H 28.251 16.785 26.380
C 23.477 9.303 25.070
C 24.483 8.401 24.372
O 24.321 7.039 24.766
S 24.849 5.962 23.715
C 23.816 6.266 22.280
O 26.192 6.332 23.399
O 24.521 4.690 24.261
H 23.727 9.429 26.122
H 22.442 9.022 24.892
H 23.636 10.291 24.621
H 24.331 8.527 23.300
H 25.481 8.766 24.616
H 24.417 6.828 21.571
H 22.938 6.819 22.597
H 23.552 5.280 21.910
C 29.665 21.979 15.732
O 30.126 23.035 16.536
C 29.805 22.910 17.896
C 30.181 21.599 18.579
O 29.129 20.687 18.799
C 28.140 21.101 19.715
C 26.800 20.577 19.245
O 25.888 20.442 20.348
C 25.589 21.650 21.023
H 30.073 21.007 16.028
H 29.988 22.151 14.707
H 28.569 21.900 15.752
H 28.750 23.201 18.053
H 30.297 23.721 18.445
H 30.777 21.784 19.481
H 30.879 21.073 17.923
H 28.146 22.189 19.815
H 28.271 20.652 20.709
H 26.930 19.547 18.913
H 26.266 21.157 18.485
H 24.912 21.367 21.825
H 25.123 22.369 20.341
H 26.489 22.094 21.458
*
```

Atom charges from the Löwdin analysis, given in e for atoms 1 to 99: number 1, C, carries -0.060; number 2, C, carries -0.235; number 3, O, carries -0.254; number 4, S, carries 0.573; number 5, C, carries -0.093; number 6, O, carries -0.268; number 7, O, carries -0.265; number 8, H, carries 0.068; number 9, H, carries 0.076; number 10, H, carries 0.046; number 11, H, carries 0.128; number 12, H, carries 0.115; number 13, H, carries 0.054; number 14, H, carries 0.077; number 15, H, carries 0.047; number 16, C, carries -0.054; number 17, C, carries -0.239; number 18, O, carries -0.274; number 19, S, carries 0.565; number 20, C, carries -0.087; number 21, O, carries -0.277; number 22, O, carries -0.272; number 23, H, carries 0.072; number 24, H, carries 0.083; number 25, H, carries 0.083; number 26, H, carries 0.129; number 27, H, carries 0.102; number 28, H, carries 0.081; number 29, H, carries 0.068; number 30, H, carries 0.085; number 31, C, carries -0.057; number 32, C, carries -0.243; number 33, O, carries -0.271; number 34, S, carries 0.559; number 35, C, carries -0.116; number 36, O, carries -0.285; number 37, O, carries -0.265; number 38, H, carries 0.062; number 39, H, carries 0.085; number 40, H, carries 0.086; number 41, H, carries 0.113; number 42, H, carries 0.107; number 43, H, carries 0.073; number 44, H, carries 0.076; number 45, H, carries 0.074; number 46, C, carries -0.069; number 47, C, carries -0.261; number 48, O, carries -0.259; number 49, S, carries 0.578; number 50, C, carries -0.105; number 51, O, carries -0.258; number 52, O, carries -0.289; number 53, H, carries 0.081; number 54, H, carries 0.078; number 55, H, carries 0.083; number 56, H, carries 0.098; number 57, H, carries 0.119; number 58, H, carries 0.072; number 59, H, carries 0.072; number 60, H, carries 0.036; number 61, C, carries -0.055; number 62, C, carries -0.244; number 63, O, carries -0.261; number 64, S, carries 0.543; number 65, C, carries -0.103; number 66, O, carries -0.264; number 67, O, carries -0.275; number 68, H, carries 0.085; number 69, H, carries 0.079; number 70, H, carries 0.080; number 71, H, carries 0.116; number 72, H, carries 0.117; number 73, H, carries 0.071; number 74, H, carries 0.073; number 75, H, carries 0.045; number 76, C, carries -0.045; number 77, C, carries -0.240; number 78, O, carries -0.246; number 79, S, carries 0.553; number 80, C, carries -0.106; number 81, O, carries -0.287; number 82, O, carries -0.249; number 83, H, carries 0.079; number 84, H, carries 0.086; number 85, H, carries 0.054; number 86, H, carries 0.094; number 87, H, carries 0.103; number 88, H, carries 0.057; number 89, H, carries 0.078; number 90, H, carries 0.068; number 91, C, carries -0.063; number 92, C, carries -0.238; number 93, O, carries -0.256; number 94, S, carries 0.553; number 95, C, carries -0.128; number 96, O, carries -0.266; number 97, O, carries -0.257; number 98, H, carries 0.062; number 99, H, carries 0.081